1.
This record from the Open Molecules 2025 dataset describes a cluster of 3 separate species, CH7NO3 in total. The level of theory is ωB97M-V with the def2-TZVPD basis set.

Highest occupied orbital energy   -0.3862 Eh
ΔE to the lowest compared entry with this formula, charge and spin   0.754 eV
Kohn-Sham gap   10.7 eV
Maximum force   2.876 eV/A
E_LUMO   0.17 eV
Electronic energy   -322.760992 Eh

```
! RIJCOSX wB97M-V def2-TZVPD def2/J DEFGRID3
* xyz 0 1
N 0.398 -0.031 -1.479
C 0.537 -0.453 -2.794
O 1.301 -1.319 -3.097
H 0.951 -0.496 -0.775
H -0.364 0.471 -1.058
H 0.001 0.331 -3.418
O -2.991 0.145 2.347
H -3.261 0.594 1.537
H -2.717 0.688 3.087
O 2.285 0.027 2.172
H 1.336 0.149 2.217
H 2.525 -0.106 1.261
*
```

2.
This record from the Open Molecules 2025 dataset describes a structure of composition C14H44N12O10Zn. The level of theory is ωB97M-V with the def2-TZVPD basis set.

Highest occupied orbital energy   -0.3349 Eh
Kohn-Sham gap   8.2 eV
Maximum force   8.270 eV/A
E_LUMO   -0.88 eV
Electronic energy   -3748.653103 Eh

```
! RIJCOSX wB97M-V def2-TZVPD def2/J DEFGRID3
* xyz 0 1
Zn 0.372 -1.988 -0.442
O -1.446 -1.227 0.113
C -1.311 0.116 0.225
C 0.161 0.602 0.552
O 1.285 -0.225 0.142
H -2.069 0.520 0.895
H -1.552 0.526 -0.755
H 0.268 0.593 1.637
H 0.330 1.653 0.317
C 2.980 -0.818 3.621
O 3.528 -1.123 4.613
N 3.102 -1.417 2.472
N 2.232 0.223 3.496
H 3.084 -0.911 1.598
H 3.753 -2.177 2.609
H 2.165 0.770 4.343
H 1.713 0.434 2.656
C -4.788 -0.058 -1.960
O -5.683 -0.103 -2.711
N -3.568 -0.180 -2.454
N -4.793 0.136 -0.669
H -2.675 -0.257 -1.988
H -3.465 -0.161 -3.459
H -3.864 0.196 -0.277
H -5.569 0.214 -0.028
C -1.952 0.665 4.386
O -2.254 0.694 5.528
N -2.633 1.418 3.509
N -1.007 -0.138 3.876
H -2.636 1.210 2.521
H -3.399 2.006 3.808
H -0.479 -0.617 4.591
H -0.881 -0.280 2.884
C -4.445 -3.220 1.274
O -5.349 -3.785 1.725
N -4.083 -3.040 0.062
N -3.455 -2.699 1.897
H -3.282 -2.464 -0.155
H -4.850 -3.113 -0.591
H -3.440 -2.569 2.898
H -2.730 -2.411 1.255
C 0.216 -3.604 2.211
O 0.547 -3.005 1.218
N -0.992 -3.798 2.569
N 0.978 -4.075 3.092
H -1.244 -4.378 3.357
H -1.711 -3.349 2.020
H 1.943 -3.779 3.116
H 0.644 -4.554 3.917
C 0.333 -0.871 -3.623
O 0.252 -1.393 -2.559
N 1.206 -1.091 -4.555
N -0.353 0.169 -3.987
H 1.728 -1.924 -4.320
H 1.300 -0.653 -5.460
H -0.134 0.742 -4.790
H -1.098 0.554 -3.424
C 0.026 5.485 -2.686
C -0.188 3.961 -2.447
C 1.099 3.056 -2.437
O -0.863 3.709 -1.250
H 0.683 5.756 -1.860
H -0.902 6.025 -2.493
H 0.299 5.634 -3.731
H -0.935 3.506 -3.097
H 1.727 3.300 -1.580
H 1.735 3.341 -3.275
H 0.803 2.014 -2.557
H -0.569 2.911 -0.804
C 4.133 0.589 -2.346
C 4.445 0.524 -0.868
C 5.889 1.033 -0.701
O 3.606 1.489 -0.405
H 3.049 0.506 -2.422
H 4.674 -0.222 -2.834
H 4.388 1.558 -2.775
H 4.422 -0.442 -0.363
H 6.641 0.255 -0.831
H 5.903 1.059 0.389
H 6.216 1.938 -1.213
H 2.787 1.029 -0.206
*
```

3.
This record from the Open Molecules 2025 dataset describes a structure of composition C27H45Br19N2S. The level of theory is ωB97M-V with the def2-TZVPD basis set.

Highest occupied orbital energy   -0.3097 Eh
Kohn-Sham gap   8.2 eV
Maximum force   1.185 eV/A
E_LUMO   -0.27 eV
Electronic energy   -50469.790407 Eh

```
! RIJCOSX wB97M-V def2-TZVPD def2/J DEFGRID3
* xyz 0 1
C 0.738 -2.374 0.440
C 1.129 -1.204 -0.477
C 0.050 -0.886 -1.559
C -1.372 -0.956 -1.048
C -1.951 0.295 -0.618
C -3.235 0.306 -0.198
Br -4.100 1.936 0.322
C -4.030 -0.874 -0.158
N -5.315 -0.956 0.202
S -5.684 -2.518 0.019
N -4.294 -3.129 -0.501
C -3.437 -2.100 -0.565
C -2.095 -2.113 -1.005
H 1.634 -2.753 0.930
H 0.232 -3.175 -0.096
H 0.034 -2.011 1.190
H 1.275 -0.286 0.091
H 2.039 -1.492 -1.001
H 0.179 -1.486 -2.455
H 0.199 0.147 -1.863
H -1.360 1.199 -0.643
H -1.642 -3.042 -1.326
Br 5.316 -1.692 -1.556
C 5.462 -1.086 -3.400
C 4.784 0.244 -3.597
Br 2.852 0.052 -3.652
H 5.042 -1.869 -4.024
H 6.529 -1.003 -3.594
H 5.060 0.675 -4.558
H 5.007 0.953 -2.805
Br -4.176 0.232 5.044
C -2.585 1.346 4.931
C -2.166 1.568 3.505
Br -1.292 0.003 2.759
H -1.819 0.861 5.526
H -2.864 2.289 5.399
H -1.427 2.365 3.446
H -2.991 1.797 2.840
Br -8.186 0.395 7.052
C -8.476 2.168 6.305
C -7.291 2.632 5.503
Br -5.828 3.201 6.649
H -8.706 2.826 7.137
H -9.352 2.071 5.667
H -7.549 3.508 4.912
H -6.893 1.860 4.850
Br -2.349 1.926 -7.180
C -0.496 1.834 -6.594
C -0.153 0.480 -6.037
Br -0.869 0.237 -4.242
H -0.354 2.635 -5.876
H 0.093 2.038 -7.485
H 0.925 0.374 -5.931
H -0.538 -0.335 -6.642
Br 0.157 -1.498 6.923
C 0.785 -0.256 8.286
C 0.001 1.025 8.260
Br 0.538 2.158 6.770
H 1.846 -0.108 8.113
H 0.642 -0.776 9.231
H 0.195 1.614 9.153
H -1.068 0.861 8.162
Br 5.607 -1.924 2.030
C 7.464 -1.536 2.452
C 8.334 -1.614 1.226
Br 8.690 -3.456 0.713
H 7.764 -2.231 3.229
H 7.463 -0.524 2.852
H 9.311 -1.178 1.424
H 7.888 -1.129 0.363
Br -2.567 5.324 -9.717
C -3.091 4.499 -11.398
C -3.169 3.000 -11.281
Br -1.401 2.188 -11.281
H -2.375 4.825 -12.146
H -4.069 4.916 -11.627
H -3.677 2.577 -12.145
H -3.666 2.672 -10.373
Br 2.908 2.497 -8.187
C 4.130 1.141 -8.854
C 3.466 -0.203 -8.986
Br 3.242 -1.065 -7.255
H 4.977 1.124 -8.176
H 4.453 1.502 -9.828
H 4.094 -0.877 -9.565
H 2.481 -0.149 -9.439
Br 1.129 -1.769 11.631
C 1.178 -3.701 11.395
C 0.272 -4.146 10.277
Br -1.596 -4.117 10.817
H 0.917 -4.139 12.353
H 2.215 -3.935 11.161
H 0.479 -5.180 10.010
H 0.353 -3.521 9.392
*
```

4.
This record from the Open Molecules 2025 dataset describes a cluster of 2 separate species, C3H4NO2 in total. The level of theory is ωB97M-V with the def2-TZVPD basis set.

Highest occupied orbital energy (spin up / spin down)   -0.5017 / -0.7004 Eh
ΔE to the lowest compared entry with this formula, charge and spin   0.544 eV
Kohn-Sham gap (spin up / spin down)   8.0 / 10.6 eV
Maximum force   2.698 eV/A
E_LUMO (spin up / spin down)   -5.62 / -8.49 eV
Electronic energy   -321.480235 Eh

```
! RIJCOSX wB97M-V def2-TZVPD def2/J DEFGRID3
* xyz 1 3
C -1.090 -0.322 0.110
C -2.030 -0.491 -0.847
C 0.385 -0.211 -0.199
N -1.406 -2.199 0.922
O -2.678 -0.538 -1.765
O -1.250 -3.073 0.233
H -1.464 0.136 0.974
H 0.858 0.372 0.557
H 0.720 -1.250 -0.302
H 0.665 0.358 -1.073
*
```

5.
This record from the Open Molecules 2025 dataset describes a cluster of 4 separate species, C27H52BNO12S in total. The level of theory is ωB97M-V with the def2-TZVPD basis set.

Highest occupied orbital energy   -0.3276 Eh
ΔE to the lowest compared entry with this formula, charge and spin   3.122 eV
Kohn-Sham gap   9.2 eV
Maximum force   8.490 eV/A
E_LUMO   0.29 eV
Electronic energy   -2440.381786 Eh

```
! RIJCOSX wB97M-V def2-TZVPD def2/J DEFGRID3
* xyz 0 1
C 6.610 0.607 2.281
C 5.841 0.708 1.205
C 4.855 0.696 -0.097
C 3.732 -0.466 0.230
N 4.555 -1.628 0.773
C 3.032 -1.007 -1.116
C 1.405 -0.992 -1.139
B 0.944 0.306 -1.980
O 1.416 0.293 -3.392
C 0.034 1.580 -1.577
C 0.634 2.488 -0.339
C 0.696 -1.284 0.287
C -0.903 -1.320 0.136
C -1.486 -2.136 -1.121
C -0.939 -3.642 -1.300
O 1.345 -2.468 0.778
C 0.661 -3.287 1.719
C 0.521 -2.754 3.233
C -0.001 -4.054 4.101
O -0.484 -1.729 3.445
O 0.949 -0.222 1.303
S 2.570 0.027 1.592
O 3.095 -0.625 2.881
O 2.792 1.533 1.820
H 7.281 0.135 3.102
H 4.387 1.724 -0.298
H 5.491 0.272 -0.956
H 3.934 -2.472 0.800
H 5.337 -1.847 0.133
H 3.489 -0.399 -2.004
H 3.377 -2.103 -1.306
H 1.136 -1.919 -1.805
H 2.077 1.037 -3.402
H 0.029 2.333 -2.475
H -1.102 1.343 -1.426
H 0.306 3.589 -0.534
H 0.193 2.196 0.682
H 1.781 2.480 -0.390
H -1.253 -0.206 0.081
H -1.471 -1.725 1.074
H -1.344 -1.593 -2.145
H -2.642 -2.203 -0.978
H 0.200 -3.768 -1.216
H -1.416 -4.295 -0.454
H -1.273 -4.127 -2.305
H -0.396 -3.678 1.411
H 1.285 -4.275 1.813
H 1.518 -2.460 3.739
H -1.035 -4.424 3.763
H 0.774 -4.914 3.928
H 0.059 -3.803 5.230
H -0.096 -0.919 3.869
C -0.515 6.454 -2.824
C -1.190 6.147 -4.146
O -1.660 4.793 -4.181
C -2.854 4.386 -3.705
C -3.634 5.318 -2.819
O -3.259 3.265 -3.932
H -1.210 6.361 -1.986
H -0.107 7.468 -2.824
H 0.300 5.747 -2.638
H -1.993 6.849 -4.380
H -0.456 6.239 -4.952
H -3.377 5.121 -1.777
H -4.700 5.128 -2.969
H -3.481 6.372 -3.044
C -4.232 -1.880 -6.762
C -3.867 -1.215 -5.449
O -2.925 -2.010 -4.715
C -1.589 -1.960 -4.882
C -1.038 -1.264 -6.096
O -0.849 -2.524 -4.102
H -3.363 -1.984 -7.415
H -4.993 -1.299 -7.289
H -4.618 -2.888 -6.585
H -3.501 -0.195 -5.582
H -4.761 -1.143 -4.823
H -0.909 -1.992 -6.899
H -0.065 -0.837 -5.838
H -1.650 -0.434 -6.445
C 1.079 0.572 8.138
C 0.394 0.269 6.820
O -0.085 -1.083 6.788
C -1.278 -1.485 7.272
C -2.049 -0.549 8.163
O -1.688 -2.604 7.045
H 0.389 0.484 8.980
H 1.493 1.584 8.134
H 1.890 -0.139 8.318
H -0.407 0.976 6.591
H 1.124 0.356 6.009
H -1.786 -0.749 9.203
H -3.116 -0.736 8.019
H -1.893 0.504 7.938
*
```

6.
This record from the Open Molecules 2025 dataset describes a structure of composition C5H8O. The level of theory is ωB97M-V with the def2-TZVPD basis set.

Highest occupied orbital energy   -0.3404 Eh
ΔE to the lowest compared entry with this formula, charge and spin   4.628 eV
Kohn-Sham gap   10.0 eV
Maximum force   0.414 eV/A
E_LUMO   0.73 eV
Electronic energy   -270.387835 Eh

```
! RIJCOSX wB97M-V def2-TZVPD def2/J DEFGRID3
* xyz 0 1
C -1.682 0.335 0.509
O -1.967 -0.714 -0.178
C -0.577 -1.620 -1.040
C 0.542 -0.901 -0.723
C 0.847 0.128 -0.052
C 1.933 1.032 0.408
H -1.982 1.313 0.100
H -1.728 0.257 1.607
H -0.326 0.509 0.403
H -0.734 -2.583 -0.562
H -0.981 -1.547 -2.047
H 1.982 1.064 1.501
H 2.895 0.674 0.031
H 1.778 2.053 0.046
*
```